DFT (ωB97M-V/def2-TZVPD) results for 3 unconnected molecules or ions with the total composition C4H14NO3 in a non-equilibrium geometry.

Summary:
E_LUMO: -3.84 eV
Gap between HOMO and LUMO: 0.3939 Eh
Total charge: +1
Highest occupied orbital energy: -14.56 eV
E: -440.99797 Ha
Relative energy (zero: lowest compared OMol25 entry of this formula, charge and spin): 37.92 kcal/mol

Each atom is followed by the atoms it is bonded to, with distances in Å.
Atoms and positions in Å:
1 O -0.657 -2.717 2.551  H17 0.957, H22 0.965
2 O -2.249 -0.379 -3.091  H16 0.967, H21 0.972
3 O 1.876 -0.964 -0.677  C6 1.204
4 N 0.755 0.402 1.603  C8 1.522, H10 1.017, H11 1.020, H20 1.027
5 C -1.022 -0.076 -0.079  C8 1.516, H9 1.080, H15 1.087, H18 1.085
6 C 1.902 0.112 -1.215  O3 1.204, C7 1.505, H12 1.102
7 C 1.110 1.265 -0.656  C6 1.505, C8 1.512, H14 1.095, H19 1.108
8 C 0.045 0.909 0.356  N4 1.522, C5 1.516, C7 1.512, H13 1.083
9 H -1.833 0.396 -0.612  C5 1.080
10 H 0.157 -0.090 2.261  N4 1.017
11 H 1.131 1.163 2.168  N4 1.020
12 H 2.539 0.329 -2.087  C6 1.102
13 H -0.463 1.821 0.646  C8 1.083
14 H 0.812 2.021 -1.389  C7 1.095
15 H -0.645 -0.811 -0.786  C5 1.087
16 H -1.310 -0.590 -3.187  O2 0.967
17 H -0.343 -1.855 2.822  O1 0.957
18 H -1.492 -0.593 0.752  C5 1.085
19 H 1.919 1.896 -0.236  C7 1.108
20 H 1.546 -0.194 1.331  N4 1.027
21 H -2.170 0.570 -2.902  O2 0.972
22 H -1.608 -2.613 2.424  O1 0.965